One molecule with the formula C12H12N2O. Source: the OMol25 dataset; level of theory: wB97M-V/def2-TZVPD.

```
27
Properties=species:S:1:pos:R:3
N 2.884 -1.978 -1.362
O 1.336 -3.221 -0.203
C 2.526 -3.163 -0.903
C 1.799 0.212 -0.862
C -0.023 -1.371 0.642
C 1.910 -1.179 -0.821
C 1.019 -1.936 -0.090
C 0.733 0.804 -0.207
C -0.133 0.014 0.555
N 0.873 2.096 2.347
C 0.978 2.895 1.132
C -0.491 1.481 2.562
C -1.157 2.115 0.294
C 0.350 2.262 -0.089
C -1.097 0.926 1.266
H 3.148 -4.024 -1.124
H 2.548 0.729 -1.438
H -0.679 -1.930 1.285
H 1.608 1.390 2.360
H 0.551 3.917 1.243
H 2.040 3.113 0.873
H -0.409 0.696 3.317
H -1.123 2.266 2.984
H -1.526 3.052 0.754
H -1.790 1.837 -0.583
H 0.495 2.814 -1.050
H -2.082 0.474 1.404
```

Output
total charge: 0
max |F|: 2.82 eV/A
energy above the lowest of the compared OMol25 structures with the same formula, charge and spin: 0.0 kJ/mol
M: 200.241 g mol⁻¹
SMILES: c1nc2cc3c(cc2o1)[C@H]1CNC[C@@H]3C1